A structure of composition C19H14AuGeNO4, computed with the ωB97M-V functional and the def2-TZVPD basis.

Geometry as XYZ:
```
40
Properties=species:S:1:pos:R:3:lowdin_charge:R:1
Au 0.44 -0.64 0.96 1.373
O 2.44 -3.98 0.04 0.210
C 2.00 -2.88 0.10 -0.476
O 0.99 -2.55 0.95 -0.164
C 2.45 -1.73 -0.74 -0.126
C 3.43 -1.68 -1.71 0.086
C 3.66 -0.46 -2.36 0.052
C 2.93 0.68 -2.04 0.082
C 1.96 0.57 -1.06 -0.123
N 1.78 -0.61 -0.48 0.002
C 1.07 1.68 -0.50 -0.492
O 1.11 2.79 -0.90 0.209
O 0.25 1.29 0.52 -0.212
H 3.99 -2.58 -1.95 0.153
H 4.43 -0.40 -3.12 0.142
H 3.09 1.63 -2.52 0.152
Ge 0.19 0.64 3.70 1.259
C -1.39 1.67 3.75 -0.382
C -2.18 1.44 4.88 -0.108
C -3.34 2.18 5.05 -0.042
C -3.73 3.10 4.08 -0.026
C -2.95 3.30 2.95 -0.037
C -1.77 2.60 2.77 -0.088
C -0.08 -1.18 3.36 -0.430
C -1.30 -1.43 2.63 -0.153
C -1.67 -2.74 2.33 -0.028
C -0.86 -3.77 2.76 0.014
C 0.33 -3.54 3.47 -0.001
C 0.75 -2.26 3.74 -0.081
H 1.55 1.22 4.07 0.001
H -1.91 0.71 5.63 0.110
H -3.94 2.04 5.94 0.124
H -4.65 3.65 4.21 0.126
H -3.26 4.02 2.20 0.124
H -1.15 2.78 1.90 0.093
H -1.97 -0.60 2.41 0.111
H -2.59 -2.94 1.79 0.136
H -1.15 -4.80 2.55 0.141
H 0.93 -4.38 3.79 0.141
H 1.67 -2.08 4.27 0.128
```

Its charge is +2. The highest occupied orbital energy is -0.569 hartree. As for the molar mass: 589.9 u.

The ion C4H8IN2 with charge +1, computed with the ωB97M-V functional and the def2-TZVPD basis.

Geometry as XYZ:
```
15
Properties=species:S:1:pos:R:3:lowdin_charge:R:1
C -0.16 -1.78 -0.32 -0.102
C -0.52 -0.37 -0.10 -0.766
I -2.79 -0.07 0.10 0.824
C 0.07 0.28 1.20 -0.138
N 0.66 1.48 0.59 0.101
C 0.64 1.43 -0.73 -0.040
N -0.08 0.45 -1.20 0.087
H -0.33 -2.05 -1.37 0.098
H -0.57 -2.58 0.30 0.100
H 0.93 -1.79 0.08 0.134
H -0.67 0.51 1.84 0.036
H 0.93 -0.10 1.83 0.167
H 1.03 2.21 1.23 0.191
H 0.96 2.21 -1.32 0.152
H -0.10 0.15 -2.13 0.156
```

Its charge is +1. The highest occupied orbital energy is -0.491 hartree. As for the structure (SMILES): C[C@@]1(I)C[NH+]=CN1. As for the molar mass: 211.0 u.

A structure of composition C21H33AsBrCeN5O7S, computed with the ωB97M-V functional and the def2-TZVPD basis.

Geometry as XYZ:
```
70
Properties=species:S:1:pos:R:3:lowdin_charge:R:1
Ce -0.34 0.02 0.14 1.149
C -0.95 2.07 -2.91 -0.130
C 0.59 0.24 -3.07 -0.192
N 0.89 -0.91 -2.26 -0.046
C 2.30 -1.32 -2.26 -0.152
C 3.10 -0.44 -1.34 -0.184
N 2.44 -0.34 -0.02 -0.087
C 3.46 0.06 0.99 -0.189
C 2.85 0.63 2.25 -0.146
C 2.22 1.99 2.00 -0.175
N 0.75 1.94 1.85 -0.123
C 0.23 3.31 1.64 -0.198
C 0.35 3.70 0.19 -0.178
N -0.33 2.72 -0.65 -0.083
C -0.20 3.08 -2.08 -0.148
H -2.02 2.15 -2.75 0.112
H -0.74 2.18 -3.97 0.150
H 1.41 0.95 -3.03 0.140
H 0.37 0.00 -4.12 0.157
H 0.31 -1.69 -2.54 0.100
H 2.74 -1.30 -3.26 0.142
H 2.34 -2.36 -1.91 0.141
H 3.22 0.57 -1.74 0.128
H 4.10 -0.86 -1.23 0.138
H 2.15 -1.29 0.22 0.089
H 4.09 0.81 0.53 0.129
H 4.10 -0.80 1.22 0.137
H 3.63 0.71 3.01 0.133
H 2.10 -0.06 2.66 0.093
H 2.63 2.42 1.08 0.120
H 2.47 2.68 2.81 0.135
H 0.38 1.63 2.75 0.068
H 0.76 4.02 2.26 0.138
H -0.82 3.33 1.94 0.082
H 1.40 3.75 -0.12 0.125
H -0.06 4.70 0.06 0.143
H -1.33 2.74 -0.43 0.117
H 0.86 3.10 -2.32 0.131
H -0.60 4.07 -2.28 0.147
O -1.11 -2.18 6.61 0.139
C -0.84 -1.78 5.37 -0.284
C 0.08 -2.40 4.52 0.047
C 0.28 -1.87 3.27 -0.110
N -0.36 -0.78 2.81 -0.061
C -1.27 -0.24 3.63 -0.677
Br -2.27 1.18 2.91 1.009
C -1.55 -0.67 4.90 -0.002
H -0.61 -2.97 6.85 0.143
H 0.62 -3.29 4.82 0.136
H 0.97 -2.34 2.59 0.123
H -2.29 -0.19 5.52 0.135
O -2.49 -1.66 1.16 -0.262
As -1.60 -2.68 0.04 0.932
O -1.83 -4.23 0.43 -0.353
O 0.02 -2.07 0.25 -0.509
C -2.11 -2.16 -1.74 -0.267
C -1.65 -3.08 -2.68 -0.087
C -1.87 -2.86 -4.03 -0.033
C -2.56 -1.72 -4.44 -0.016
C -3.05 -0.82 -3.51 -0.050
C -2.81 -1.02 -2.16 -0.319
S -3.62 0.22 -1.07 0.987
O -0.57 0.76 -2.45 -0.230
O -3.91 1.33 -1.96 -0.420
O -2.31 0.62 -0.18 -0.685
H -3.07 -2.26 1.66 0.103
H -1.16 -3.99 -2.35 0.125
H -1.53 -3.59 -4.76 0.126
H -2.75 -1.56 -5.50 0.127
H -3.61 0.05 -3.82 0.122
```

Its charge is +2. The highest occupied orbital energy (spin up / spin down) is -0.544 / -0.544 hartree. As for the molar mass: 794.5 u.

A cluster of 7 separate species, C12H35O14 in total, computed with the ωB97M-V functional and the def2-TZVPD basis.

Geometry as XYZ:
```
61
Properties=species:S:1:pos:R:3:lowdin_charge:R:1
O -0.56 -0.31 -1.20 0.077
C -0.54 -0.88 -0.06 -0.922
O -1.20 -1.91 0.14 -0.058
O 0.43 -0.38 0.64 -0.139
H 0.08 0.34 -0.92 0.080
C 0.10 -6.07 3.34 -0.205
O -1.12 -5.72 2.77 -0.104
H 0.01 -7.15 3.47 0.075
H 1.05 -5.94 2.83 0.072
H 0.24 -5.47 4.24 0.073
H -1.03 -4.90 2.28 0.084
C 2.40 6.29 -0.74 -0.191
C 1.11 5.45 -0.47 -0.222
O 0.04 5.94 -1.26 -0.086
O 2.20 7.72 -1.03 -0.086
H 2.98 5.86 -1.56 0.102
H 3.07 6.30 0.11 0.110
H 1.01 5.54 0.61 0.103
H 0.97 4.38 -0.64 0.121
H -0.77 5.44 -1.13 0.088
H 1.39 7.85 -1.52 0.061
C 0.03 -3.11 -4.97 -0.188
C 1.42 -3.71 -4.64 -0.249
O 1.70 -3.39 -3.28 -0.077
O -1.09 -3.50 -4.04 -0.078
H -0.08 -3.42 -6.01 0.103
H 0.08 -2.03 -4.88 0.111
H 2.14 -3.36 -5.38 0.106
H 1.53 -4.78 -4.49 0.118
H 1.88 -2.45 -3.27 0.078
H -0.80 -3.17 -3.19 0.065
C -6.04 -2.26 -0.24 -0.284
C -6.49 -1.11 0.63 -0.279
O -5.51 -0.23 1.06 -0.055
O -5.35 -3.13 0.55 -0.042
H -5.42 -1.90 -1.06 0.130
H -6.88 -2.81 -0.66 0.117
H -6.83 -1.44 1.61 0.112
H -7.42 -0.64 0.31 0.112
H -4.70 -0.74 1.20 0.083
H -4.41 -2.91 0.53 0.094
C 5.08 0.74 -2.70 -0.208
C 5.21 0.34 -1.17 -0.268
O 4.53 1.20 -0.32 -0.048
O 3.67 0.59 -3.04 -0.074
H 5.79 0.03 -3.12 0.100
H 5.40 1.76 -2.92 0.110
H 6.28 0.43 -0.96 0.101
H 5.05 -0.72 -0.96 0.121
H 3.75 0.79 0.06 0.096
H 3.70 0.87 -3.96 0.067
C -1.44 1.97 5.51 -0.189
C -0.35 3.00 4.97 -0.226
O 0.79 2.25 4.56 -0.078
O -1.95 1.06 4.47 -0.087
H -2.23 2.63 5.87 0.101
H -1.20 1.30 6.32 0.108
H -0.01 3.66 5.77 0.111
H -0.74 3.51 4.09 0.114
H 0.37 1.73 3.88 0.065
H -1.29 0.57 3.98 0.072
```

Its charge is -1. The highest occupied orbital energy is -0.180 hartree. As for the molar mass: 403.4 u.

A structure of composition C29H29N5O3ReS2, computed with the ωB97M-V functional and the def2-TZVPD basis.

Geometry as XYZ:
```
69
Properties=species:S:1:pos:R:3:lowdin_charge:R:1
Re 0.29 0.27 -0.04 1.604
O 1.00 1.68 1.34 -0.228
C 1.87 2.79 1.00 -0.149
C 3.31 2.34 1.00 -0.134
C 3.52 1.00 0.29 -0.126
C 3.10 0.97 -1.16 -0.227
C 4.04 1.23 -2.14 0.016
C 3.72 1.14 -3.48 0.002
C 2.43 0.76 -3.82 -0.012
C 1.52 0.53 -2.81 -0.107
N 1.82 0.65 -1.50 -0.022
H 1.25 1.22 2.17 0.098
H 1.68 3.59 1.72 0.142
H 1.54 3.12 0.02 0.120
H 3.67 2.24 2.03 0.133
H 3.91 3.13 0.54 0.136
H 3.03 0.19 0.83 0.088
H 4.58 0.76 0.32 0.134
H 5.05 1.49 -1.83 0.134
H 4.46 1.34 -4.24 0.131
H 2.12 0.65 -4.85 0.127
H 0.50 0.26 -3.05 0.091
N -1.11 -6.33 4.83 0.160
C -0.76 -5.19 4.21 -0.283
C -1.50 -4.73 3.09 -0.003
C -1.15 -3.57 2.46 -0.059
C -0.04 -2.84 2.92 -0.329
C 0.70 -3.28 4.02 -0.036
C 0.35 -4.44 4.65 0.002
S 0.43 -1.41 2.12 0.669
O -0.80 -0.75 1.53 -0.405
O 1.21 -0.55 2.98 -0.282
N 1.33 -1.63 0.78 -0.204
C 0.72 -2.31 -0.26 -0.758
S 0.88 -3.92 -0.78 1.165
C -0.10 -3.55 -2.15 -0.329
C -0.48 -2.25 -2.16 -0.180
N -0.02 -1.56 -1.07 -0.113
H -1.92 -6.86 4.55 0.119
H -0.61 -6.65 5.64 0.120
H -2.36 -5.29 2.75 0.124
H -1.73 -3.21 1.62 0.120
H 1.55 -2.70 4.37 0.125
H 0.91 -4.78 5.51 0.126
H -0.35 -4.31 -2.88 0.088
H -1.08 -1.77 -2.91 0.106
C -1.70 1.74 -4.77 -0.050
C -0.89 2.66 -4.11 -0.051
C -0.71 2.56 -2.73 -0.051
C -1.34 1.54 -2.04 -0.353
C -2.17 0.64 -2.68 -0.052
C -2.35 0.74 -4.05 -0.050
N -1.11 1.42 -0.61 -0.090
C -2.04 2.15 0.20 -0.221
C -3.01 2.96 -0.41 0.005
C -3.90 3.67 0.37 -0.042
C -3.85 3.58 1.76 -0.039
C -2.90 2.76 2.36 -0.044
C -2.01 2.05 1.59 -0.026
H -1.85 1.83 -5.84 0.118
H -0.41 3.45 -4.66 0.121
H -0.08 3.27 -2.21 0.127
H -2.70 -0.10 -2.10 0.129
H -3.01 0.05 -4.56 0.120
H -3.08 3.04 -1.48 0.118
H -4.64 4.29 -0.11 0.120
H -4.55 4.14 2.36 0.120
H -2.87 2.67 3.44 0.119
H -1.31 1.39 2.09 0.077
```

Its expectation value of S² is 0.885. Its charge is +2. The highest occupied orbital energy (spin up / spin down) is -0.485 / -0.484 hartree. As for the spin multiplicity: 2. As for the molar mass: 745.9 u.

A structure of composition C33H30BaNO2P2, computed with the ωB97M-V functional and the def2-TZVPD basis.

Geometry as XYZ:
```
69
Properties=species:S:1:pos:R:3:lowdin_charge:R:1
Ba 1.60 1.03 0.96 1.779
C -1.39 0.49 -1.13 -0.424
C -2.31 -0.51 -1.80 -0.416
P -1.89 -2.27 -1.48 1.073
C -0.32 -2.43 -2.41 -0.406
C 0.70 -3.17 -1.83 -0.104
C 1.92 -3.33 -2.49 -0.087
C 2.13 -2.74 -3.72 -0.092
C 1.12 -1.98 -4.31 -0.080
C -0.10 -1.83 -3.65 -0.092
C -3.08 -3.08 -2.64 -0.372
C -4.44 -2.77 -2.54 -0.105
C -5.38 -3.41 -3.34 -0.094
C -4.98 -4.37 -4.26 -0.109
C -3.63 -4.69 -4.36 -0.095
C -2.70 -4.05 -3.56 -0.095
P -1.75 2.28 -1.36 1.074
C -1.50 2.38 -3.18 -0.367
C -2.41 1.92 -4.14 -0.117
C -2.10 1.93 -5.49 -0.091
C -0.86 2.40 -5.91 -0.103
C 0.05 2.86 -4.97 -0.088
C -0.27 2.86 -3.62 -0.102
C -3.57 2.35 -1.15 -0.378
C -4.41 3.13 -1.93 -0.110
C -5.77 3.22 -1.65 -0.097
C -6.31 2.52 -0.57 -0.100
C -5.47 1.75 0.22 -0.078
C -4.12 1.66 -0.06 -0.119
H -0.37 0.43 -1.53 0.051
H -1.33 0.31 -0.04 0.050
H -2.30 -0.34 -2.88 0.057
H -3.34 -0.36 -1.46 0.058
H 0.55 -3.62 -0.86 0.097
H 2.72 -3.89 -2.01 0.102
H 3.08 -2.85 -4.22 0.098
H 1.28 -1.51 -5.26 0.099
H -0.88 -1.25 -4.12 0.103
H -4.78 -2.04 -1.81 0.098
H -6.43 -3.15 -3.25 0.098
H -5.71 -4.87 -4.88 0.094
H -3.31 -5.45 -5.07 0.097
H -1.65 -4.31 -3.66 0.098
H -3.38 1.54 -3.82 0.100
H -2.82 1.57 -6.21 0.098
H -0.61 2.41 -6.96 0.094
H 1.02 3.23 -5.29 0.098
H 0.46 3.20 -2.89 0.081
H -4.02 3.70 -2.77 0.098
H -6.41 3.84 -2.27 0.095
H -7.36 2.59 -0.35 0.095
H -5.86 1.22 1.08 0.108
H -3.49 1.08 0.60 0.091
N 0.25 0.55 2.89 -0.470
C -0.87 1.00 3.45 -0.591
C -1.85 1.75 2.65 -0.127
C -3.01 2.32 3.17 -0.183
C -3.38 2.18 4.51 -0.186
C -2.48 1.45 5.32 -0.177
C -1.32 0.90 4.84 -0.108
H -1.62 1.91 1.60 0.024
H -3.65 2.90 2.51 0.075
H -4.29 2.61 4.91 0.056
H -2.73 1.31 6.37 0.074
H -0.65 0.35 5.50 0.069
O 1.73 1.91 -1.27 -0.405
C 2.67 1.09 -1.54 -0.631
O 2.84 -0.02 -0.95 -0.297
H 3.39 1.39 -2.30 0.116
```

Its charge is -1. The highest occupied orbital energy is -0.067 hartree. As for the molar mass: 671.9 u.

A cluster of 6 separate species, C41H76BrFINO23S2 in total, computed with the ωB97M-V functional and the def2-TZVPD basis.

Geometry as XYZ:
```
146
Properties=species:S:1:pos:R:3:lowdin_charge:R:1
H 1.73 -1.85 3.29 0.060
N 1.46 -1.88 2.31 0.131
C 2.31 -1.25 1.58 -0.450
C 3.55 -0.62 2.14 -0.063
C 1.98 -1.26 0.10 -0.125
C 0.87 -0.29 -0.35 -0.341
C 1.12 1.10 0.30 -0.611
I 0.78 1.42 2.42 1.117
C 2.56 1.60 0.03 -0.316
C 2.59 3.02 -0.55 -0.071
C -0.54 -1.01 -0.18 -0.186
S -1.93 -0.09 0.57 0.545
O -1.89 1.31 0.38 -0.311
O -3.15 -0.72 0.21 -0.290
F -1.74 -0.48 2.03 -0.164
C -1.00 -1.95 -1.39 -0.378
C 0.09 -3.00 -1.71 -0.121
C -0.07 -3.76 -3.05 -0.162
C 1.03 -3.47 -4.08 -0.174
C 2.08 -4.58 -4.09 -0.181
C 3.47 -4.04 -4.42 -0.193
C 4.46 -4.27 -3.28 -0.207
C 5.45 -3.14 -3.17 -0.176
C 6.29 -3.21 -1.91 -0.228
O 5.56 -3.72 -0.80 -0.206
C 5.80 -5.07 -0.48 -0.111
C -2.27 -2.76 -1.00 -0.130
C -2.36 -4.23 -1.38 -0.184
C -3.57 -4.85 -0.70 -0.168
C -3.38 -5.11 0.78 -0.164
C -2.19 -5.96 1.13 -0.182
O -2.12 -7.12 0.30 -0.009
C -0.98 -7.31 -0.42 -0.501
C 0.29 -7.39 0.36 0.018
O -1.02 -7.43 -1.65 0.091
C -1.16 -1.15 -2.65 -0.620
Br -2.33 0.39 -2.60 0.935
O 0.14 -0.75 -3.10 -0.250
S 1.11 0.13 -2.17 0.677
O 0.81 1.51 -2.38 -0.250
O 2.42 -0.29 -2.55 -0.247
H 4.05 -1.30 2.82 0.084
H 3.25 0.25 2.71 0.009
H 4.23 -0.27 1.38 0.076
H 2.87 -1.11 -0.48 0.110
H 1.71 -2.28 -0.05 0.097
H 0.50 1.87 -0.11 0.034
H 3.11 0.94 -0.62 0.090
H 3.11 1.63 0.95 0.046
H 3.35 3.60 -0.05 0.072
H 2.89 2.97 -1.59 0.073
H 1.65 3.53 -0.48 0.076
H -0.31 -1.75 0.58 0.108
H 1.06 -2.57 -1.78 0.085
H 0.16 -3.70 -0.89 0.123
H -1.06 -3.70 -3.49 0.094
H 0.04 -4.80 -2.80 0.102
H 0.56 -3.43 -5.05 0.118
H 1.54 -2.55 -3.85 0.081
H 2.12 -4.98 -3.08 0.097
H 1.82 -5.35 -4.80 0.112
H 3.83 -4.50 -5.32 0.109
H 3.43 -2.97 -4.61 0.101
H 3.91 -4.36 -2.35 0.098
H 4.99 -5.18 -3.50 0.119
H 4.94 -2.18 -3.21 0.108
H 6.12 -3.18 -4.02 0.120
H 6.59 -2.20 -1.66 0.114
H 7.20 -3.77 -2.09 0.117
H 4.86 -5.55 -0.27 0.081
H 6.29 -5.60 -1.28 0.083
H 6.41 -5.14 0.42 0.081
H -2.42 -2.69 0.06 0.093
H -3.12 -2.26 -1.43 0.110
H -1.50 -4.82 -1.11 0.080
H -2.53 -4.35 -2.44 0.114
H -4.43 -4.20 -0.81 0.119
H -3.76 -5.80 -1.18 0.114
H -3.27 -4.19 1.34 0.113
H -4.27 -5.59 1.17 0.118
H -1.28 -5.38 1.06 0.109
H -2.26 -6.27 2.17 0.128
H 0.53 -6.45 0.83 0.079
H 1.09 -7.64 -0.31 0.085
H 0.22 -8.15 1.12 0.096
H -1.57 -1.74 -3.44 0.105
C -2.54 4.13 1.43 -0.044
O -2.84 5.40 2.03 0.006
C -2.08 5.71 3.07 -0.640
O -1.20 5.03 3.52 0.117
O -2.46 6.90 3.53 -0.009
C -1.72 7.36 4.66 -0.035
H -3.23 4.02 0.60 0.096
H -1.52 4.10 1.05 0.088
H -2.70 3.33 2.14 0.090
H -0.66 7.46 4.42 0.096
H -1.84 6.67 5.50 0.097
H -2.13 8.33 4.92 0.094
C 8.26 -1.01 2.00 -0.036
O 7.66 0.17 1.45 -0.003
C 8.38 1.27 1.61 -0.633
O 9.44 1.35 2.16 0.129
O 7.71 2.28 1.06 0.004
C 8.37 3.55 1.15 -0.036
H 7.56 -1.81 1.80 0.087
H 9.21 -1.21 1.52 0.099
H 8.39 -0.90 3.08 0.098
H 9.33 3.52 0.64 0.098
H 8.51 3.83 2.19 0.098
H 7.72 4.26 0.66 0.093
C -4.85 3.19 8.88 -0.040
O -4.56 4.29 8.00 0.006
C -5.16 4.21 6.82 -0.629
O -5.89 3.32 6.45 0.119
O -4.82 5.28 6.11 0.011
C -5.39 5.31 4.79 -0.019
H -4.30 3.39 9.79 0.092
H -5.91 3.14 9.09 0.097
H -4.51 2.26 8.44 0.097
H -6.48 5.34 4.85 0.091
H -5.06 4.46 4.21 0.101
H -5.04 6.22 4.32 0.092
C 0.04 2.23 -5.11 -0.050
O -0.28 2.85 -6.36 0.015
C 0.44 3.94 -6.63 -0.632
O 1.30 4.41 -5.94 0.127
O 0.05 4.41 -7.81 0.002
C 0.74 5.59 -8.23 -0.045
H -0.62 1.37 -5.02 0.066
H 1.07 1.90 -5.09 0.098
H -0.15 2.90 -4.28 0.091
H 1.81 5.38 -8.33 0.096
H 0.59 6.40 -7.52 0.096
H 0.33 5.86 -9.19 0.091
C -8.98 3.11 4.17 -0.028
O -8.72 4.21 3.28 -0.003
C -9.33 4.11 2.10 -0.633
O -10.04 3.22 1.74 0.127
O -9.00 5.18 1.39 0.004
C -9.58 5.21 0.08 -0.040
H -8.43 3.33 5.08 0.081
H -10.04 3.04 4.40 0.097
H -8.63 2.18 3.74 0.101
H -10.66 5.23 0.14 0.097
H -9.25 4.36 -0.51 0.097
H -9.23 6.13 -0.38 0.092
```

Its charge is 0. The highest occupied orbital energy is -0.343 hartree. As for the structure (SMILES): [H]/N=C(\C)C[C@]1([C@@H](I)CC)[C@@H](S(=O)(=O)F)[C@@](CCCCCCCCOC)(CCCCCOC(C)=O)[C@@H](Br)OS1(=O)=O.COC(=O)OC.COC(=O)OC.COC(=O)OC.COC(=O)OC.COC(=O)OC. As for the molar mass: 1241.0 u.